DFT (wB97M-V/def2-TZVPD) results for a structure of composition C28H32Cl2MoO2Si.

CARTESIAN COORDINATES (ANGSTROEM)
C 0.5305 -1.8981 -4.2364
C 1.2829 -0.6880 -4.5185
C 0.4479 0.4360 -4.1247
C 2.7147 -0.5924 -4.9826
C -0.7359 -0.0872 -3.4748
C -0.6811 -1.5284 -3.5351
C -1.8433 -2.4446 -3.2643
C 0.8945 -3.3354 -4.4737
C 0.6902 1.9112 -4.2704
C -1.9020 0.7349 -3.0006
Mo 1.0038 -0.7637 -2.3548
Cl 2.0207 0.9740 -1.3722
Cl 2.4225 -2.5258 -1.6821
O -0.3911 0.8371 0.4816
H 3.2609 -1.5359 -4.8335
H 3.2725 0.1796 -4.4267
H 2.8178 -0.3376 -6.0460
H 1.6481 2.2138 -3.8326
H -0.0953 2.4719 -3.7435
H 0.6836 2.2471 -5.3162
H -1.5955 1.6240 -2.4332
H -2.5693 0.1468 -2.3601
H -2.4650 1.0716 -3.8841
H -2.6434 -1.9310 -2.7280
H -1.5589 -3.3118 -2.6621
H -2.2325 -2.7950 -4.2314
H 1.9662 -3.5261 -4.3648
H 0.5931 -3.6288 -5.4853
H 0.3430 -3.9863 -3.7782
H 0.4186 0.9249 -0.0907
O -2.0236 -1.9494 -0.0698
H -1.4220 -1.1400 -0.1285
C -0.6045 5.2736 3.3738
C 0.1920 4.8665 2.3140
C 0.3025 3.5104 1.9867
C -0.3784 2.5391 2.7439
C -1.1362 2.9484 3.8438
C -1.2771 4.3178 4.1556
Si -0.2405 0.7756 2.1431
C 1.3775 0.0246 2.7370
C 2.5962 0.3693 2.1580
C 3.8023 -0.1562 2.6405
C 3.7824 -1.0621 3.7051
C 2.5783 -1.4115 4.3012
C 1.3795 -0.8637 3.8278
C -1.5658 -0.4341 2.6449
C -1.3591 -1.7877 2.2826
C -2.2871 -2.7741 2.6325
C -3.4902 -2.4070 3.2436
C -3.7515 -1.0467 3.4911
C -2.8017 -0.0718 3.1881
H -0.7084 6.3404 3.6088
H 0.7416 5.6001 1.7098
H 0.9197 3.2281 1.1279
H -1.6371 2.2051 4.4755
H -1.8955 4.6300 4.9864
H 2.6422 1.0621 1.3021
H 4.7534 0.1377 2.1995
H 4.7308 -1.4851 4.0675
H 2.5729 -2.1043 5.1469
H 0.4339 -1.1370 4.3228
H -0.4204 -2.1149 1.8342
H -2.0998 -3.8028 2.3382
H -4.2313 -3.1695 3.4568
H -4.7324 -0.7604 3.8876
H -3.0404 0.9926 3.3459

Results
2S+1: 3
M in g mol⁻¹: 595.5
HOMO level (spin up / spin down) in eV: -0.0934 / 0.3472
Net charge: -2
Strongest force on any atom in eV Å⁻¹: 3.2
HOMO-LUMO gap (spin up / spin down) in eV: 4.58 / 4.14

DFT (wB97M-V/def2-TZVPD) results for a structure of composition C28H32HfN7O2S.

CARTESIAN COORDINATES (ANGSTROEM)
Hf 0.4336 -0.4558 0.1023
C -3.2367 0.0620 -1.4425
N -2.5073 0.6848 -0.3291
C -2.3225 2.1025 -0.6672
C -1.2970 2.2490 -1.7984
C 0.0692 2.7401 -1.3568
N 0.8641 1.8317 -0.4936
C 1.8518 2.4493 0.0616
C 2.9311 1.9104 0.8341
C 3.8389 2.8031 1.4360
C 4.9678 2.3522 2.0701
C 5.2298 0.9772 2.0991
C 4.3641 0.0830 1.5133
C 3.1926 0.5240 0.8779
O 2.3997 -0.3410 0.2888
C -3.2595 0.4557 0.9219
C -2.6857 -0.6823 1.7814
C -2.3600 -2.0043 1.0824
N -1.3736 -1.8580 0.0038
C -1.5806 -2.5941 -1.0331
C -0.8666 -2.5990 -2.2815
C -1.1262 -3.6427 -3.1855
C -0.4715 -3.7273 -4.3892
C 0.4557 -2.7402 -4.7295
C 0.7046 -1.6873 -3.8772
C 0.0600 -1.5918 -2.6390
O 0.2868 -0.5422 -1.8588
H -4.1232 0.6552 -1.6966
H -3.5723 -0.9357 -1.1746
H -2.6067 -0.0159 -2.3277
H -1.9999 2.6375 0.2243
H -3.2765 2.5512 -0.9769
H -1.6676 2.9507 -2.5464
H -1.1628 1.2934 -2.2912
H -0.0536 3.6988 -0.8378
H 0.6558 2.9480 -2.2553
H 1.9218 3.5321 -0.0865
H 3.6366 3.8672 1.3817
H 5.6576 3.0479 2.5272
H 6.1321 0.6156 2.5749
H 4.5610 -0.9817 1.5242
H -4.3121 0.2532 0.6965
H -3.2405 1.3639 1.5283
H -3.3930 -0.8971 2.5846
H -1.7762 -0.3269 2.2487
H -3.2738 -2.4626 0.6925
H -1.9509 -2.6920 1.8287
H -2.4158 -3.2979 -0.9969
H -1.8470 -4.4033 -2.9075
H -0.6710 -4.5452 -5.0672
H 0.9788 -2.7981 -5.6751
H 1.4186 -0.9129 -4.1280
N 2.3466 -4.5829 1.4485
C 1.7578 -3.4020 1.2026
S 1.4959 -2.9485 -0.4145
N 1.4207 -2.7310 2.2985
N 0.8528 -1.5339 2.1492
C 0.7127 -0.8987 3.2674
C 0.2211 0.4506 3.3011
C -0.0330 1.0691 4.5268
C -0.5205 2.3575 4.5537
C -0.7193 3.0132 3.3439
C -0.4278 2.3390 2.1768
N 0.0183 1.0806 2.1228
H 2.7065 -5.1238 0.6841
H 2.5428 -4.8524 2.3972
H 1.0210 -1.3821 4.1870
H 0.1528 0.5200 5.4399
H -0.7357 2.8463 5.4942
H -1.0880 4.0282 3.3124
H -0.5348 2.8469 1.2303

Results
M in g mol⁻¹: 709.2
HOMO level in eV: -10.3230
Net charge: +1
Strongest force on any atom in eV Å⁻¹: 1.0
HOMO-LUMO gap in eV: 6.89
Energy above the lowest of the compared OMol25 structures with the same formula, charge and spin in eV: 0.0000

DFT (wB97M-V/def2-TZVPD) results for a structure of composition C28H32N2O4PReS.

CARTESIAN COORDINATES (ANGSTROEM)
Re -1.1502 0.3850 0.2840
O -1.9588 -0.3568 -1.6070
S -2.8495 -1.3561 -0.9429
O -3.9300 -1.8520 -1.6990
O -1.9105 -2.5215 -0.4353
O -3.1265 -0.6785 0.3590
C -3.6217 2.4120 0.9528
N -2.1983 2.2457 1.3436
C -1.5379 3.5713 1.1912
C -2.1539 1.9750 2.8122
C -2.2111 0.4920 3.0834
N -1.0106 -0.1178 2.4593
C -1.1218 -1.6009 2.5799
C 0.2000 0.2730 3.2266
H -4.0890 3.1587 1.6023
H -4.1570 1.4703 1.0340
H -3.6883 2.7603 -0.0751
H -1.9613 4.2592 1.9309
H -1.6941 3.9870 0.2048
H -0.4674 3.4625 1.3597
H -2.9613 2.5127 3.3135
H -1.2227 2.3887 3.1908
H -3.0863 0.0352 2.6246
H -2.2405 0.2747 4.1541
H -1.2002 -1.8634 3.6387
H -0.2346 -2.0640 2.1547
H -2.0019 -1.9473 2.0531
H 0.0361 0.0729 4.2894
H 0.4341 1.3252 3.0895
H 1.0458 -0.3151 2.8827
C 4.8017 -1.2285 2.0686
C 4.0819 -2.2452 1.4644
C 2.8717 -1.9627 0.8417
C 2.3817 -0.6604 0.8230
C 3.1207 0.3633 1.4207
C 4.3217 0.0785 2.0456
P 0.8882 -0.2420 -0.1187
C -1.0353 -3.2383 -1.2868
C -1.0094 -3.0844 -2.6593
C -0.0719 -3.8237 -3.3735
C 0.7984 -4.6869 -2.7286
C 0.7378 -4.8289 -1.3488
C -0.1825 -4.0979 -0.6139
C 1.5636 0.6237 -1.5289
C 2.7236 0.3812 -2.2204
C 3.0244 1.1672 -3.3488
C 2.1527 2.1391 -3.7661
C 0.9391 2.3848 -3.0795
C -0.0182 3.3276 -3.5272
C -1.2120 3.4264 -2.8743
C -1.4763 2.6488 -1.7233
C -0.5502 1.7985 -1.1581
C 0.6556 1.6332 -1.9221
H 5.7438 -1.4459 2.5546
H 4.4628 -3.2590 1.4736
H 2.3106 -2.7590 0.3659
H 2.7618 1.3867 1.3790
H 4.8926 0.8744 2.5072
H -1.6891 -2.4261 -3.1794
H -0.0344 -3.7189 -4.4505
H 1.5146 -5.2599 -3.3029
H 1.4026 -5.5166 -0.8411
H -0.2594 -4.1998 0.4617
H 3.4060 -0.4004 -1.9065
H 3.9416 0.9887 -3.8950
H 2.3806 2.7321 -4.6440
H 0.1917 3.9309 -4.4029
H -1.9792 4.0975 -3.2396
H -2.4840 2.7140 -1.3214

Results
2S+1: 2
M in g mol⁻¹: 709.8
HOMO level (spin up / spin down) in eV: -10.4178 / -10.6554
Net charge: +1
Strongest force on any atom in eV Å⁻¹: 0.8
HOMO-LUMO gap (spin up / spin down) in eV: 6.93 / 7.04
Energy above the lowest of the compared OMol25 structures with the same formula, charge and spin in eV: 1.2070

DFT (wB97M-V/def2-TZVPD) results for an isolated molecule of C28H32N2O9.

CARTESIAN COORDINATES (ANGSTROEM)
C 4.1393 3.0365 0.2834
O 2.8189 3.4184 -0.0089
C 1.8494 2.4633 0.0038
C 2.0628 1.1276 0.3111
C 0.9977 0.2428 0.3221
C 1.1883 -1.1997 0.7397
C 0.4821 -2.1594 -0.1851
C 0.7975 -2.2604 -1.4988
O 1.7790 -1.4661 -1.9790
C 0.1463 -3.1731 -2.4448
C -0.0877 -4.5104 -2.1281
C -0.6928 -5.3419 -3.0447
C -1.0772 -4.8642 -4.2934
C -0.8014 -3.5351 -4.6364
C -0.1925 -2.7019 -3.7112
O -1.1045 -3.0205 -5.8696
C -1.4148 -4.0089 -6.8281
C -2.3512 -5.0542 -6.2251
O -1.7160 -5.7133 -5.1507
C -0.6355 -2.7626 0.5254
O -1.5070 -3.4913 0.1039
C -0.5363 -2.2462 1.9621
O -1.2698 -2.5095 2.8902
N 0.5557 -1.4517 2.0197
C 0.9367 -0.7272 3.2054
C -0.0434 0.4187 3.5257
N 0.5860 1.3599 4.4335
C 1.3244 2.4192 3.7615
C 0.4052 3.5202 3.2159
O -0.4181 4.0558 4.2301
C -1.1913 3.0432 4.8410
C -0.2936 1.9478 5.4296
C -0.2750 0.6894 0.0087
C -0.5102 2.0199 -0.3211
O -1.7505 2.4912 -0.6629
C -2.8447 1.6068 -0.6210
C 0.5568 2.9314 -0.3057
O 0.4972 4.2608 -0.6007
C -0.7007 4.9807 -0.4075
H 4.7318 3.9457 0.1958
H 4.5127 2.2928 -0.4283
H 4.2319 2.6443 1.3023
H 3.0510 0.7669 0.5459
H 2.2621 -1.4209 0.8005
H 1.9029 -1.6283 -2.9246
H 0.2044 -4.8929 -1.1653
H -0.8956 -6.3742 -2.8117
H -0.0343 -1.6705 -3.9928
H -1.8829 -3.4909 -7.6660
H -0.4931 -4.5018 -7.1671
H -2.6083 -5.8245 -6.9532
H -3.2657 -4.5601 -5.8704
H 1.9387 -0.3236 3.0552
H 0.9575 -1.4234 4.0474
H -0.9298 -0.0109 3.9944
H -0.3522 0.8840 2.5796
H 1.9060 1.9937 2.9431
H 2.0073 2.8577 4.4956
H 0.9896 4.3523 2.8208
H -0.2204 3.1122 2.4059
H -1.7714 3.5363 5.6226
H -1.8812 2.6038 4.1027
H -0.8997 1.1636 5.8843
H 0.3429 2.3925 6.2014
H -1.0872 -0.0201 0.0187
H -3.7097 2.2063 -0.9008
H -2.9995 1.1974 0.3823
H -2.7290 0.7848 -1.3341
H -1.4443 4.7492 -1.1728
H -1.1284 4.7934 0.5806
H -0.4150 6.0297 -0.4818

Results
M in g mol⁻¹: 540.6
HOMO level in eV: -7.8807
Strongest force on any atom in eV Å⁻¹: 0.8
HOMO-LUMO gap in eV: 7.66

DFT (wB97M-V/def2-TZVPD) results for a cluster of 2 separate species, C28H32N3O2S in total.

CARTESIAN COORDINATES (ANGSTROEM)
C 2.7176 -1.4784 0.2414
C 3.3197 -0.4417 1.1874
C 3.1120 -0.8885 2.6294
N 4.7520 -0.2169 0.8957
C 4.9719 1.0224 0.6400
S 6.5321 1.7239 0.3579
C 7.3049 1.0569 1.9494
C 8.7282 1.4390 2.0088
N 9.8457 1.7680 2.0294
C 3.7287 1.9313 0.7388
C 3.8340 2.8449 1.9628
C 3.4917 2.7334 -0.5393
N 2.7040 0.8942 0.9219
C 1.4802 1.2067 1.5044
C 0.3678 1.6276 0.8775
C -0.8320 2.0313 1.6521
H 3.1787 -2.4553 0.4202
H 1.6368 -1.5616 0.4038
H 2.9011 -1.1850 -0.7979
H 3.6791 -1.8101 2.7985
H 3.4727 -0.1322 3.3382
H 2.0531 -1.0965 2.8205
H 6.7616 1.5070 2.7956
H 7.1793 -0.0356 1.9247
H 4.7170 3.4866 1.8493
H 2.9402 3.4768 2.0492
H 3.9585 2.2467 2.8779
H 4.3009 3.4652 -0.6654
H 3.4883 2.0639 -1.4101
H 2.5321 3.2613 -0.4844
H 1.4560 1.0968 2.6010
H 0.3234 1.6874 -0.2123
H -1.6411 2.3474 0.9890
H -1.1989 1.2009 2.2750
H -0.6087 2.8610 2.3412
C -7.4239 -4.4652 1.7432
O -7.0012 -3.1094 2.0274
C -6.1413 -2.5062 1.1638
C -5.7415 -1.1769 1.4589
C -4.8739 -0.5154 0.6179
C -4.3573 -1.1310 -0.5515
C -3.4459 -0.4271 -1.4158
O -3.0272 -1.1683 -2.4738
C -2.1548 -0.6255 -3.3990
C -1.6559 0.6868 -3.2552
C -0.7781 1.1550 -4.2726
C -0.4402 0.3373 -5.3379
C -0.9623 -0.9657 -5.4352
C -1.8280 -1.4540 -4.4645
C -2.0795 1.4179 -2.1310
C -3.0004 0.8764 -1.2465
C -4.7649 -2.4577 -0.8342
C -5.6369 -3.1400 -0.0024
H -8.0952 -4.7153 2.5666
H -7.9622 -4.5234 0.7871
H -6.5691 -5.1556 1.7307
H -6.1308 -0.6961 2.3524
H -4.5714 0.5049 0.8462
H -0.3893 2.1735 -4.1880
H 0.2352 0.7016 -6.1128
H -0.6909 -1.6045 -6.2756
H -2.2557 -2.4545 -4.5114
H -1.7223 2.4365 -1.9842
H -3.3840 1.4620 -0.4160
H -4.3994 -2.9740 -1.7186
H -5.9400 -4.1644 -0.2394

Results
M in g mol⁻¹: 474.6
HOMO level in eV: -10.3063
Net charge: +1
Strongest force on any atom in eV Å⁻¹: 2.4
HOMO-LUMO gap in eV: 5.28

DFT (wB97M-V/def2-TZVPD) results for a structure of composition C28H32N4Ru.

CARTESIAN COORDINATES (ANGSTROEM)
Ru -0.1754 -0.1318 -0.3526
C 0.5867 -2.3249 1.7550
N -0.6363 -1.5671 1.3972
C -1.1057 -0.7112 2.5353
C -1.0099 0.7994 2.3776
C -1.3266 1.5928 3.4688
C -1.2810 2.9723 3.3472
C -0.9120 3.5344 2.1306
C -0.6020 2.6922 1.0879
N -0.6527 1.3513 1.2076
C -1.7049 -2.4873 0.9372
C -2.8013 -1.6825 0.2929
C -4.1209 -2.0952 0.2620
C -5.0694 -1.2631 -0.3134
C -4.6720 -0.0283 -0.8144
C -3.3385 0.3125 -0.7533
N -2.4129 -0.5069 -0.2263
C 1.7568 -1.3859 1.8195
C 2.8010 -1.5431 2.7105
C 3.8526 -0.6375 2.6804
C 3.8156 0.4085 1.7677
C 2.7383 0.4998 0.9116
N 1.7286 -0.3852 0.9240
H 0.7570 -3.0786 0.9811
H 0.4492 -2.8585 2.6991
H -0.5469 -0.9952 3.4299
H -2.1502 -0.9573 2.7385
H -1.6073 1.1310 4.4064
H -1.5292 3.6013 4.1915
H -0.8620 4.6053 1.9948
H -0.3015 3.0796 0.1222
H -2.0957 -3.0770 1.7722
H -1.2679 -3.1961 0.2280
H -4.4025 -3.0459 0.6946
H -6.1082 -1.5622 -0.3487
H -5.3881 0.6609 -1.2391
H -2.9827 1.2687 -1.1157
H 2.7931 -2.3614 3.4180
H 4.6837 -0.7407 3.3654
H 4.6073 1.1426 1.7196
H 2.6695 1.3097 0.1955
C -2.5579 2.9161 -3.5914
C -1.0842 2.9133 -3.2018
C -0.2396 3.5091 -4.3452
C -0.5278 1.5478 -2.8752
C -1.1768 0.3469 -3.2127
C -0.5743 -0.8960 -3.0197
C 0.7351 -1.0116 -2.5202
C 1.4551 -2.3261 -2.4506
C 1.3813 0.1889 -2.1421
C 0.7441 1.4307 -2.2900
H -2.8966 3.9437 -3.7121
H -3.2099 2.4507 -2.8485
H -2.7135 2.4141 -4.5472
H -0.9378 3.5469 -2.3187
H -0.3669 2.9292 -5.2595
H 0.8224 3.5470 -4.1031
H -0.5707 4.5272 -4.5437
H -2.1682 0.3827 -3.6452
H -1.1112 -1.7944 -3.3031
H 2.0814 -2.4018 -1.5596
H 2.1222 -2.4047 -3.3131
H 0.7690 -3.1701 -2.4885
H 2.4101 0.1514 -1.8052
H 1.2848 2.3324 -2.0180

Results
2S+1: 6
M in g mol⁻¹: 525.7
HOMO level (spin up / spin down) in eV: -17.9298 / -18.6278
Net charge: +3
Strongest force on any atom in eV Å⁻¹: 0.4
HOMO-LUMO gap (spin up / spin down) in eV: 9.43 / 6.80
Energy above the lowest of the compared OMol25 structures with the same formula, charge and spin in eV: 0.0000

DFT (wB97M-V/def2-TZVPD) results for a structure of composition C28H32N8OPtS.

CARTESIAN COORDINATES (ANGSTROEM)
Pt -0.1861 1.1912 -0.9734
S -6.8957 2.2468 2.1590
N -6.5028 1.8172 0.6606
C -5.1806 1.8240 0.5969
C -4.3881 1.4996 -0.5700
C -4.9227 1.1947 -1.8242
C -4.0606 0.9604 -2.8728
C -2.6904 0.9659 -2.6404
N -2.1743 1.1977 -1.4368
C -3.0034 1.5218 -0.4212
C -2.3647 1.9723 0.7992
N -1.0126 2.0957 0.7749
C -0.4073 2.4930 1.8900
C -1.0921 2.8150 3.0571
C -2.4645 2.7319 3.0777
C -3.1213 2.2981 1.9247
C -4.5625 2.1937 1.8143
N -5.4283 2.4570 2.7808
H -5.9966 1.1784 -1.9569
H -4.4272 0.7618 -3.8693
H -1.9909 0.7750 -3.4393
H 0.6686 2.5486 1.8760
H -0.5332 3.1384 3.9233
H -3.0391 2.9898 3.9577
C -0.6497 -2.1514 2.5041
C -0.7802 -3.2531 1.4595
N 0.4921 -3.8775 1.1119
C 1.1318 -4.7310 2.1259
C 2.3909 -4.1030 2.7002
C 1.0422 -3.8907 -0.1224
O 1.9828 -4.5909 -0.4453
C 0.5233 -2.9300 -1.1693
C 0.2976 -3.3644 -2.4700
C -0.0373 -2.4297 -3.4349
C -0.0926 -1.0920 -3.0905
N 0.1635 -0.6633 -1.8466
C 0.4507 -1.5797 -0.9054
H -1.6180 -1.6757 2.6717
H 0.0672 -1.3861 2.1939
H -0.3078 -2.5493 3.4593
H -1.2485 -2.8708 0.5541
H -1.4448 -4.0346 1.8358
H 1.3655 -5.6891 1.6630
H 0.3911 -4.9096 2.9054
H 3.1228 -3.9306 1.9119
H 2.8416 -4.7715 3.4330
H 2.1707 -3.1566 3.1974
H 0.3991 -4.4153 -2.7086
H -0.2265 -2.7193 -4.4587
H -0.2892 -0.3374 -3.8381
H 0.6218 -1.2084 0.0949
C 2.3806 1.4285 -2.2481
C 3.8199 1.9967 -2.3419
N 4.3667 2.1970 -1.0094
C 3.6284 3.2551 -0.3438
C 2.1106 2.9546 -0.4084
N 1.8870 1.5304 -0.8259
C 2.7447 0.6360 0.0095
C 4.2402 0.9683 -0.2414
H 2.3425 0.3751 -2.5200
H 1.6853 1.9796 -2.8830
H 3.8269 2.9511 -2.8677
H 4.4563 1.3088 -2.8972
H 3.8396 4.2095 -0.8244
H 3.9697 3.3213 0.6893
H 1.6090 3.5773 -1.1498
H 1.6320 3.1224 0.5467
H 2.5360 -0.3940 -0.2639
H 2.4533 0.7880 1.0507
H 4.7194 0.1622 -0.7966
H 4.7680 1.0750 0.7054

Results
M in g mol⁻¹: 723.8
HOMO level in eV: -13.9652
Net charge: +2
Strongest force on any atom in eV Å⁻¹: 0.8
HOMO-LUMO gap in eV: 7.35
Energy above the lowest of the compared OMol25 structures with the same formula, charge and spin in eV: 0.4079